Entry one
The following is a quantum chemistry calculation of a molecular structure, C28H46BeBrN3P2S, from the OMol25 dataset.

Properties
Lowest unoccupied orbital energy (spin up / spin down), Ha: -0.2800 / -0.2883
Gap between HOMO and LUMO (spin up / spin down), eV: 2.96 / 2.46
HOMO level (spin up / spin down), eV: -10.575 / -10.308

The geometry in ORCA input format:
```
! RIJCOSX wB97M-V def2-TZVPD def2/J DEFGRID3
* xyz 2 1
C -1.583 1.743 -8.128
C -0.810 2.532 -7.248
C -0.382 3.804 -7.727
C -0.613 4.116 -9.075
N -1.246 3.307 -9.909
C -1.782 2.184 -9.448
C -0.382 2.097 -5.962
C 0.326 1.996 -4.888
C 0.829 1.463 -3.654
C 0.347 2.053 -2.465
C 0.771 1.569 -1.230
C 1.799 0.597 -1.078
C 2.272 0.012 -2.278
C 1.813 0.454 -3.534
Be 0.153 3.551 -5.347
P -2.045 1.316 0.904
H 0.371 4.425 -7.229
H -1.893 0.752 -7.843
H -0.183 5.038 -9.470
H -2.337 1.562 -10.154
H 2.148 -0.044 -4.449
H -0.489 2.755 -2.529
H 2.946 -0.838 -2.216
H 0.280 1.991 -0.347
C -1.357 0.835 2.521
C -1.399 1.854 3.677
H -0.303 0.556 2.331
H -1.880 -0.080 2.831
H -1.007 1.368 4.586
H -0.756 2.728 3.491
H -2.419 2.201 3.906
C -1.782 3.115 0.843
C -2.458 3.954 -0.261
H -0.702 3.339 0.866
H -2.177 3.471 1.809
H -2.573 4.994 0.094
H -1.844 3.995 -1.173
H -3.461 3.583 -0.525
C -3.851 1.132 0.795
C -4.623 1.824 1.921
H -4.078 0.053 0.746
H -4.132 1.554 -0.187
H -5.687 1.576 1.806
H -4.305 1.475 2.914
H -4.538 2.921 1.879
Br 2.286 0.042 0.640
P 3.294 4.289 -0.579
C 1.799 4.037 0.445
C 1.942 4.755 1.785
H 1.678 2.961 0.604
H 0.948 4.413 -0.132
H 0.967 4.885 2.264
H 2.577 4.191 2.479
H 2.392 5.744 1.649
C 4.252 2.778 -0.083
C 5.767 2.917 0.019
H 3.974 1.987 -0.789
H 3.851 2.467 0.891
H 6.174 1.991 0.443
H 6.215 3.069 -0.968
H 6.048 3.745 0.679
C 3.018 4.086 -2.363
C 3.762 5.236 -3.065
H 1.935 4.122 -2.537
H 3.381 3.094 -2.669
H 3.636 5.166 -4.151
H 3.363 6.199 -2.715
H 4.835 5.201 -2.823
C -1.355 -2.604 3.050
N -1.844 -2.213 1.712
C -1.021 -1.803 0.713
S -1.488 -0.438 -0.339
N 0.078 -2.486 0.415
C 0.528 -3.710 1.076
H -0.395 -2.137 3.316
H -1.279 -3.691 3.126
H -2.091 -2.280 3.792
H -2.777 -1.818 1.675
H 0.684 -2.077 -0.294
H 1.288 -4.181 0.443
H 0.978 -3.499 2.060
H -0.315 -4.402 1.186
*
```

=====

Entry two
The following is a quantum chemistry calculation of a molecular structure, C28H46BeBrN3P2S, from the OMol25 dataset.

Properties
Lowest unoccupied orbital energy (spin up / spin down), Ha: -0.3114 / -0.3025
Gap between HOMO and LUMO (spin up / spin down), eV: 4.71 / 5.13
HOMO level (spin up / spin down), eV: -13.186 / -13.366

The geometry in ORCA input format:
```
! RIJCOSX wB97M-V def2-TZVPD def2/J DEFGRID3
* xyz 2 1
C -0.364 2.189 -7.924
C -1.104 2.406 -6.749
C -2.358 3.041 -6.847
C -2.794 3.460 -8.108
N -2.071 3.263 -9.210
C -0.892 2.646 -9.136
C -0.590 1.989 -5.470
C -0.250 1.723 -4.332
C 0.130 1.278 -3.063
C 0.563 -0.049 -2.978
C 0.710 -0.613 -1.719
C 0.526 0.214 -0.622
C 0.191 1.543 -0.682
C -0.057 2.096 -1.937
Be 1.459 -0.518 0.587
P 0.229 -2.327 0.896
H -2.986 3.220 -5.974
H 0.604 1.685 -7.917
H -3.754 3.970 -8.222
H -0.339 2.507 -10.068
H -0.398 3.125 -2.072
H 0.728 -0.636 -3.884
H 0.120 2.128 0.232
H 1.009 -1.663 -1.657
C 0.376 -2.981 2.604
C -0.887 -3.564 3.231
H 0.732 -2.123 3.196
H 1.192 -3.721 2.588
H -0.615 -4.103 4.146
H -1.595 -2.779 3.518
H -1.395 -4.275 2.570
C -1.559 -1.941 0.614
C -2.139 -2.228 -0.770
H -1.638 -0.865 0.830
H -2.145 -2.455 1.390
H -3.105 -1.713 -0.859
H -1.496 -1.854 -1.577
H -2.320 -3.300 -0.927
C 0.580 -3.780 -0.180
C -0.160 -5.064 0.186
H 1.669 -3.933 -0.127
H 0.357 -3.494 -1.218
H 0.078 -5.832 -0.561
H 0.151 -5.451 1.163
H -1.250 -4.939 0.182
Br 0.824 0.415 2.429
P -2.216 2.746 2.503
C -2.576 0.957 2.477
C -3.612 0.609 3.546
H -1.621 0.432 2.641
H -2.943 0.690 1.476
H -4.089 -0.350 3.320
H -3.149 0.535 4.537
H -4.394 1.378 3.586
C -0.637 3.150 3.334
C -0.677 4.512 4.036
H 0.174 3.103 2.593
H -0.449 2.357 4.074
H 0.234 4.643 4.629
H -0.738 5.332 3.315
H -1.538 4.568 4.710
C -2.082 3.252 0.757
C -3.359 3.957 0.296
H -1.917 2.359 0.147
H -1.204 3.905 0.653
H -3.195 4.420 -0.682
H -4.179 3.237 0.198
H -3.655 4.734 1.009
C 4.858 -3.434 2.891
N 4.344 -2.753 1.709
C 4.395 -1.430 1.501
S 3.504 -0.722 0.205
N 5.246 -0.684 2.260
C 6.661 -1.049 2.449
H 4.976 -2.726 3.713
H 5.824 -3.898 2.664
H 4.152 -4.219 3.177
H 3.713 -3.248 1.083
H 5.107 0.314 2.095
H 7.298 -0.308 1.949
H 6.889 -1.028 3.521
H 6.886 -2.043 2.056
*
```

=====

The structure with the least stability is entry one.

=====

Entry one
The following is a quantum chemistry calculation of 2 unconnected molecules or ions with the total composition FH2O2P, from the OMol25 dataset.

Properties
Lowest unoccupied orbital energy, Ha: -0.0187
Gap between HOMO and LUMO, eV: 10.72
HOMO level, eV: -11.228

The geometry in ORCA input format:
```
! RIJCOSX wB97M-V def2-TZVPD def2/J DEFGRID3
* xyz 0 1
O -0.934 -1.155 -0.357
O -1.904 1.175 -0.087
F 1.797 -1.033 0.173
P -2.112 -0.426 0.176
H 1.153 -1.745 -0.024
H -1.011 1.295 -0.507
*
```

=====

Entry two
The following is a quantum chemistry calculation of FH2O2P in the gas phase, from the OMol25 dataset.

Properties
Lowest unoccupied orbital energy, Ha: -0.0287
Gap between HOMO and LUMO, eV: 9.55
HOMO level, eV: -10.326

The geometry in ORCA input format:
```
! RIJCOSX wB97M-V def2-TZVPD def2/J DEFGRID3
* xyz 0 1
O 2.566 -0.185 0.663
O 1.515 1.047 0.616
F 3.108 -0.145 -0.561
P 0.281 0.746 -0.294
H 1.067 0.451 -1.461
H -0.088 -0.617 -0.033
*
```

=====

The structure with the least stability is entry two.

=====

Entry one
The following is a quantum chemistry calculation of a molecular structure, C5H9KO3, from the OMol25 dataset.

Properties
Lowest unoccupied orbital energy (spin up / spin down), Ha: -0.0280 / -0.0281
Gap between HOMO and LUMO (spin up / spin down), eV: 3.92 / 3.92
HOMO level (spin up / spin down), eV: -4.685 / -4.685

The geometry in ORCA input format:
```
! RIJCOSX wB97M-V def2-TZVPD def2/J DEFGRID3
* xyz 0 1
O 0.047 0.924 1.821
C 1.142 1.104 1.136
O 1.849 2.084 1.668
K 3.171 -0.608 -0.113
C -0.603 -0.358 1.778
H -0.011 -1.105 1.233
H -0.663 -0.706 2.816
C -1.955 -0.195 1.126
H -2.580 0.506 1.693
H -1.809 0.161 0.096
H -2.436 -1.180 1.053
H 1.345 2.594 2.328
O 1.701 0.551 -1.955
C 1.038 0.387 -3.023
H -0.904 -0.462 -2.774
C 0.125 -0.828 -2.927
H 0.165 -1.377 -3.881
H 0.378 -1.491 -2.076
*
```

=====

Entry two
The following is a quantum chemistry calculation of a molecular structure, C5H9KO3, from the OMol25 dataset.

Properties
Lowest unoccupied orbital energy, Ha: 0.0010
Gap between HOMO and LUMO, eV: 5.77
HOMO level, eV: -5.738

The geometry in ORCA input format:
```
! RIJCOSX wB97M-V def2-TZVPD def2/J DEFGRID3
* xyz 0 1
H 3.620 -1.564 -1.325
O 3.981 -1.691 4.111
O 2.784 -0.051 3.271
C 3.122 -0.717 4.237
O 2.651 -0.573 5.458
C 4.435 -2.445 5.264
C 5.418 -3.482 4.784
H 4.895 -1.744 5.970
H 3.559 -2.904 5.738
H 6.285 -3.013 4.301
H 5.771 -4.054 5.653
H 4.945 -4.179 4.081
K 3.514 -0.163 0.436
C 1.282 -0.471 5.684
C 0.845 -0.317 6.926
H 0.661 -0.589 4.798
H -0.225 -0.210 7.098
H 1.530 -0.157 7.759
*
```

=====

The structure with the least stability is entry one.

=====

Entry one
The following is a quantum chemistry calculation of C4H4 in the gas phase, from the OMol25 dataset.

Properties
Lowest unoccupied orbital energy, Ha: 0.0373
Gap between HOMO and LUMO, eV: 10.36
HOMO level, eV: -9.349

The geometry in ORCA input format:
```
! RIJCOSX wB97M-V def2-TZVPD def2/J DEFGRID3
* xyz 0 1
C -0.912 0.093 1.206
C -0.310 -0.461 0.178
C 0.466 0.295 -0.754
C 1.280 0.556 -1.612
H -1.237 -0.603 2.073
H -0.862 1.195 1.519
H -0.414 -1.553 -0.067
H 1.988 0.477 -2.543
*
```

=====

Entry two
The following is a quantum chemistry calculation of a molecular structure, C4H4, from the OMol25 dataset.

Properties
Lowest unoccupied orbital energy (spin up / spin down), Ha: 0.0054 / 0.0054
Gap between HOMO and LUMO (spin up / spin down), eV: 8.54 / 8.54
HOMO level (spin up / spin down), eV: -8.392 / -8.393

The geometry in ORCA input format:
```
! RIJCOSX wB97M-V def2-TZVPD def2/J DEFGRID3
* xyz 0 1
C 1.157 0.227 1.382
C 0.830 0.948 0.346
C -0.097 0.123 -0.193
C -0.925 -0.669 -0.752
H 0.876 -0.851 1.413
H 0.885 1.993 0.098
H -1.512 -0.117 -1.571
H -1.214 -1.655 -0.724
*
```

=====

The structure with the least stability is entry two.

=====

Entry one
The following is a quantum chemistry calculation of C8H11N in the gas phase, from the OMol25 dataset.

Properties
Lowest unoccupied orbital energy, Ha: 0.0293
Gap between HOMO and LUMO, eV: 9.06
HOMO level, eV: -8.262

The geometry in ORCA input format:
```
! RIJCOSX wB97M-V def2-TZVPD def2/J DEFGRID3
* xyz 0 1
C 0.028 1.199 0.734
C -1.741 -0.516 1.434
C -0.623 0.287 -2.179
C 1.120 0.187 0.988
C -0.890 0.076 0.356
C -0.725 -0.488 -0.892
N 1.418 -0.246 2.150
C 1.717 -0.341 -0.286
C 2.669 -0.514 -1.021
H 2.364 -0.620 2.214
H -0.264 1.666 1.672
H 0.270 1.880 -0.081
H -1.200 -1.456 -1.022
H -2.115 -1.498 1.150
H -2.584 0.138 1.662
H -1.164 -0.634 2.351
H 0.207 0.989 -2.130
H -0.435 -0.395 -3.007
H -1.530 0.855 -2.395
H 3.479 -0.571 -1.697
*
```

=====

Entry two
The following is a quantum chemistry calculation of C8H11N in the gas phase, from the OMol25 dataset.

Properties
Lowest unoccupied orbital energy, Ha: 0.0389
Gap between HOMO and LUMO, eV: 9.91
HOMO level, eV: -8.852

The geometry in ORCA input format:
```
! RIJCOSX wB97M-V def2-TZVPD def2/J DEFGRID3
* xyz 0 1
C 1.967 -0.039 -0.346
C 1.039 -1.238 -0.122
C -0.256 -1.251 -0.355
C -1.015 0.068 -0.235
C -2.191 -0.016 0.664
C -3.416 -0.029 0.109
C -0.129 1.339 -0.065
C 1.163 1.289 -0.208
H 3.292 -1.078 0.762
H 3.758 0.623 0.586
H 2.377 -0.114 -1.427
H 1.394 -2.218 0.316
H -0.877 -2.078 -0.569
H -1.536 0.332 -1.210
H -2.024 -0.022 1.786
H -4.282 -0.247 0.650
H -3.370 0.274 -0.938
H -0.552 2.237 0.332
H 1.668 2.241 -0.467
N 2.989 -0.071 0.737
*
```

=====

The structure with the least stability is entry one.

=====

Entry one
The following is a quantum chemistry calculation of 2 unconnected molecules or ions with the total composition C4H13N, from the OMol25 dataset.

Properties
Lowest unoccupied orbital energy, Ha: 0.0399
Gap between HOMO and LUMO, eV: 9.81
HOMO level, eV: -8.720

The geometry in ORCA input format:
```
! RIJCOSX wB97M-V def2-TZVPD def2/J DEFGRID3
* xyz 0 1
C 0.475 -0.416 -1.758
C 0.308 -1.840 -2.327
H 0.169 0.216 -2.597
H -0.339 -0.285 -1.055
H 1.394 -0.061 -1.321
H -0.744 -2.083 -2.442
H 0.704 -2.646 -1.709
H 0.728 -1.867 -3.331
C -1.140 1.724 1.662
N -0.560 0.503 1.192
C 0.794 0.228 1.679
H -0.704 2.620 1.211
H -1.179 1.912 2.747
H -2.173 1.825 1.308
H -1.150 -0.287 1.414
H 0.834 -0.187 2.686
H 1.249 -0.520 1.033
H 1.335 1.166 1.610
*
```

=====

Entry two
The following is a quantum chemistry calculation of 2 unconnected molecules or ions with the total composition C4H13N, from the OMol25 dataset.

Properties
Lowest unoccupied orbital energy, Ha: 0.0392
Gap between HOMO and LUMO, eV: 9.91
HOMO level, eV: -8.843

The geometry in ORCA input format:
```
! RIJCOSX wB97M-V def2-TZVPD def2/J DEFGRID3
* xyz 0 1
C -3.576 0.616 0.385
C -2.913 -0.629 0.976
H -4.576 0.449 -0.009
H -3.051 1.034 -0.482
H -3.557 1.421 1.115
H -2.691 -1.381 0.215
H -1.994 -0.325 1.469
H -3.589 -1.046 1.723
C 1.751 -0.607 -0.048
C 2.931 -0.243 -0.985
N 3.520 1.015 -0.576
H 1.811 -1.688 0.111
H 1.805 -0.131 0.931
H 0.769 -0.417 -0.478
H 3.634 -1.071 -0.909
H 2.502 -0.154 -1.984
H 4.320 1.390 -1.065
H 2.905 1.766 -0.389
*
```

=====

The structure with the least stability is entry one.

=====

Entry one
The following is a quantum chemistry calculation of 6 unconnected molecules or ions with the total composition C2H17NO5, from the OMol25 dataset.

Properties
Lowest unoccupied orbital energy, Ha: 0.0242
Gap between HOMO and LUMO, eV: 10.60
HOMO level, eV: -9.939

The geometry in ORCA input format:
```
! RIJCOSX wB97M-V def2-TZVPD def2/J DEFGRID3
* xyz 0 1
C 0.246 -1.749 2.622
C -1.070 -1.632 1.853
N -0.968 -0.920 0.578
H 0.641 -0.745 2.794
H 0.085 -2.251 3.575
H 0.992 -2.286 2.033
H -1.470 -2.628 1.659
H -1.790 -1.096 2.472
H -0.258 -1.357 0.008
H -0.620 0.021 0.744
H 0.635 -0.102 -1.800
H 1.728 -1.046 -2.338
O 1.355 -0.716 -1.508
H 3.386 0.590 0.609
H 2.404 0.378 -0.556
O 2.842 1.076 -0.019
H 1.534 2.317 0.333
H 0.905 3.730 0.338
O 0.667 2.802 0.348
H -0.402 1.630 -1.251
H -1.396 0.678 -1.929
O -0.513 1.071 -2.031
H -2.337 -0.558 -0.476
H -3.599 0.204 -0.892
O -2.838 -0.249 -1.253
*
```

=====

Entry two
The following is a quantum chemistry calculation of 6 unconnected molecules or ions with the total composition C2H17NO5, from the OMol25 dataset.

Properties
Lowest unoccupied orbital energy, Ha: 0.0187
Gap between HOMO and LUMO, eV: 10.04
HOMO level, eV: -9.533

The geometry in ORCA input format:
```
! RIJCOSX wB97M-V def2-TZVPD def2/J DEFGRID3
* xyz 0 1
C -0.976 0.200 2.913
C -1.529 -0.926 2.030
N -1.717 -0.500 0.640
H -0.582 -0.114 3.890
H -0.229 0.848 2.463
H -1.795 0.882 3.148
H -0.879 -1.800 2.120
H -2.494 -1.199 2.449
H -0.834 -0.411 0.154
H -2.151 0.409 0.578
H 3.708 -0.047 -1.415
H 2.319 -0.638 -1.615
O 3.153 -0.775 -1.085
H 2.452 -0.082 0.188
H 1.908 -0.154 1.626
O 2.009 0.466 0.906
H 0.114 1.902 0.476
H -0.303 2.678 -0.782
O -0.547 1.932 -0.216
H 0.435 0.615 -1.443
H 0.180 -0.191 -2.776
O 0.860 0.237 -2.232
H -1.828 -1.246 -1.367
H -2.328 -0.229 -2.299
O -1.760 -0.998 -2.309
*
```

=====

The structure with the least stability is entry two.